No. 1
DFT (ωB97M-V/def2-TZVPD) results for a molecular structure, C19H33N6O5PPbS.

Cartesian coordinates (Å):
Pb1 -0.2080 2.0232 0.2944
N1 2.7688 -0.8665 -4.9014
C1 1.9712 -0.2186 -4.3795
N2 1.0142 0.5481 -3.8506
C2 0.7090 0.9986 -2.7502
N3 0.2635 1.5179 -1.7720
C3 2.4691 -3.3443 2.8041
C4 1.9900 -2.2463 1.8813
C5 2.6185 -0.9133 2.2422
C6 2.2183 -2.6085 0.4230
O1 0.5206 -2.1534 2.1592
P1 -0.5879 -1.5240 1.2809
O2 -1.0269 -2.5263 0.1448
O3 -0.2075 -0.2067 0.6847
O4 -1.8209 -1.3608 2.2295
C7 -2.6021 -2.5234 2.6978
C8 -2.0474 -3.8158 2.0931
C9 -4.0350 -2.2720 2.2839
C10 -2.4626 -2.6176 4.2117
H1 3.5530 -3.4441 2.7255
H2 2.0139 -4.2996 2.5357
H3 2.2147 -3.1110 3.8398
H4 3.7015 -0.9851 2.1389
H5 2.3826 -0.6490 3.2748
H6 2.2576 -0.1215 1.5801
H7 3.2882 -2.6818 0.2292
H8 1.8054 -1.8496 -0.2496
H9 1.7598 -3.5690 0.1849
H10 -1.6322 -3.4800 0.9631
H11 -2.7901 -4.6005 1.9542
H12 -1.1510 -4.1942 2.5809
H13 -4.1390 -2.3068 1.1958
H14 -4.3527 -1.2888 2.6309
H15 -4.6884 -3.0261 2.7242
H16 -1.4092 -2.6857 4.4861
H17 -2.9926 -3.4934 4.5878
H18 -2.8935 -1.7234 4.6638
C11 2.5549 5.6208 1.6846
N4 3.3975 4.4281 1.5083
C12 4.7902 4.3977 2.0072
C13 2.9048 3.3810 0.9015
O5 1.7362 3.3339 0.4257
H19 3.1592 6.4190 2.0994
H20 1.7281 5.4105 2.3613
H21 2.1457 5.9378 0.7288
H22 5.0383 5.3751 2.4039
H23 5.4864 4.1692 1.2038
H24 4.9060 3.6657 2.8033
H25 3.5950 2.5396 0.7988
C14 -1.2549 2.3865 -5.8750
C15 -1.8723 1.7434 -4.6809
C16 -2.3504 0.4481 -4.6320
C17 -2.9141 -0.0335 -3.4568
N5 -2.9813 0.7424 -2.3470
C18 -2.5213 1.9637 -2.4082
S1 -2.5647 3.0088 -1.0101
N6 -1.9804 2.4652 -3.5523
C19 -3.4656 -1.4128 -3.3448
H26 -1.2744 1.7150 -6.7282
H27 -0.2148 2.6510 -5.6637
H28 -1.7922 3.3021 -6.1359
H29 -2.2798 -0.1799 -5.5099
H30 -1.6330 3.4166 -3.5353
H31 -3.4634 -1.9361 -4.2974
H32 -4.4822 -1.3624 -2.9511
H33 -2.8706 -1.9771 -2.6212

The calculation puts the energy relative to the best compared isomer or geometry (same formula, charge and spin) at 76.0 kJ/mol. Its net charge is +2. The calculation puts the HOMO-LUMO gap (spin up / spin down) at 6.15 / 4.60 eV.

---

No. 2
DFT (ωB97M-V/def2-TZVPD) results for a molecular structure, C33H29MgN2P2S2Se.

Cartesian coordinates (Å):
Mg1 0.1572 -0.0519 -1.3958
S1 2.5503 -0.4426 -1.2127
P1 1.7272 -1.0054 0.4855
C1 0.3403 0.1336 0.6899
P2 0.0108 1.9018 0.6860
S2 -0.2335 2.2959 -1.2103
C2 -1.3881 2.1104 1.7831
C3 -1.7639 3.4201 2.1365
C4 -2.8228 3.6528 3.0136
C5 -3.5321 2.5789 3.5427
C6 -3.1874 1.2761 3.1890
C7 -2.1245 1.0416 2.3127
C8 1.4856 2.5519 1.4953
C9 1.5608 2.7147 2.8867
C10 2.7028 3.2549 3.4859
C11 3.7917 3.6349 2.7046
C12 3.7410 3.4749 1.3253
C13 2.5988 2.9408 0.7265
C14 2.5968 -0.7066 2.0373
C15 3.9640 -0.3870 2.0388
C16 4.6435 -0.1558 3.2361
C17 3.9686 -0.2464 4.4503
C18 2.6144 -0.5715 4.4701
C19 1.9328 -0.8023 3.2733
C20 0.9394 -2.6097 0.5860
C21 -0.2571 -2.8779 -0.0950
C22 -0.8594 -4.1350 -0.0067
C23 -0.2710 -5.1422 0.7555
C24 0.9271 -4.8998 1.4205
C25 1.5321 -3.6461 1.3288
H1 -1.2210 4.2719 1.7273
H2 -3.0954 4.6712 3.2796
H3 -4.3607 2.7581 4.2234
H4 -3.7530 0.4396 3.5930
H5 -1.8895 0.0140 2.0483
H6 0.7333 2.4206 3.5284
H7 2.7457 3.3731 4.5651
H8 4.6803 4.0515 3.1715
H9 4.5883 3.7660 0.7080
H10 2.5895 2.8321 -0.3573
H11 4.5145 -0.3006 1.1037
H12 5.6991 0.1050 3.2175
H13 4.4989 -0.0584 5.3804
H14 2.0889 -0.6408 5.4193
H15 0.8759 -1.0581 3.3121
H16 -0.7221 -2.1109 -0.7124
H17 -1.7850 -4.3319 -0.5424
H18 -0.7395 -6.1211 0.8199
H19 1.3959 -5.6886 2.0041
H20 2.4780 -3.4878 1.8440
C26 -2.5553 1.7939 -4.1238
N1 -2.4890 0.3324 -4.1316
C27 -2.4280 -0.5266 -3.0769
Se1 -2.4148 -0.0519 -1.3958
N2 -2.3773 -1.8211 -3.4741
C28 -2.4076 -1.7680 -4.8162
C29 -2.3784 -2.8230 -5.7248
C30 -2.4215 -2.5030 -7.0952
C31 -2.4917 -1.1541 -7.5153
C32 -2.5195 -0.1114 -6.5693
C33 -2.4754 -0.4630 -5.2191
H21 -2.5520 2.1945 -3.0901
H22 -3.4869 2.1268 -4.6276
H23 -1.6793 2.2090 -4.6651
H24 -2.3260 -2.6732 -2.8720
H25 -2.3247 -3.8510 -5.3909
H26 -2.4008 -3.2951 -7.8323
H27 -2.5243 -0.9214 -8.5716
H28 -2.5732 0.9227 -6.8832
H29 0.1572 -1.8255 -1.3958

Its net charge is -1. The calculation puts the HOMO-LUMO gap at 4.97 eV.

---

No. 3
DFT (ωB97M-V/def2-TZVPD) results for a single C3H8N2OS molecule.

Cartesian coordinates (Å):
N1 -1.4194 -0.4683 -1.5439
C1 -1.3760 -0.4695 -0.1662
O1 -2.3506 -0.5704 0.5369
C2 0.0148 -0.3506 0.4969
N2 -0.0689 0.2965 1.7981
C3 1.0972 0.2465 -0.3918
S1 2.7641 0.1290 0.3687
H1 -0.7512 -1.0614 -2.0034
H2 -2.3023 -0.3046 -1.9953
H3 0.3131 -1.4002 0.6487
H4 0.0935 1.2864 1.6331
H5 -1.0387 0.2339 2.1063
H6 1.1637 -0.3057 -1.3243
H7 0.9070 1.2917 -0.6499
H8 2.9539 1.4469 0.4862

The calculation puts the energy relative to the best compared isomer or geometry (same formula, charge and spin) at 69.9 kJ/mol. The SMILES is NC(=O)[C@H](N)CS. The calculation puts the HOMO-LUMO gap at 9.70 eV.

---

Sequential electronic energy output: -64774.6581; -148709.5982; -19103.7774 eV